<1>
{
  "formula": "C2H6O2",
  "method": "wB97M-V/def2-TZVPD",
  "elements": ["C", "C", "O", "H", "H", "H", "H", "O", "H", "H"],
  "coordinates": [[-1.12444, -0.53089, -0.00644], [0.02881, -0.77001, 0.85843], [-0.55213, 0.53019, 0.75865], [-2.11994, -0.83627, 0.31378], [-0.96447, -0.45424, -1.08082], [-0.10560, -1.25585, 1.82309], [1.01160, -0.85794, 0.40035], [1.31391, 1.05910, -1.21980], [0.68552, 1.25653, -0.50471], [1.82675, 1.85937, -1.34252]],
  "orbital_gap_ev": 11.846,
  "homo_ev": -10.76,
  "smiles": "C1CO1.O"
}

<2>
{
  "formula": "C2H6O2",
  "method": "wB97M-V/def2-TZVPD",
  "elements": ["C", "O", "H", "H", "C", "O", "H", "H", "H", "H"],
  "coordinates": [[1.29665, -1.30239, -1.56829], [0.68548, -0.33706, -2.06721], [1.67045, -1.22274, -0.47173], [1.76359, -1.95085, -2.39048], [-0.96530, 0.97610, 1.41613], [-0.31311, 0.09688, 0.45324], [-0.71227, 1.95030, 1.07312], [-0.64377, 0.82081, 2.48809], [-2.07269, 0.90724, 1.46796], [-0.70902, 0.06171, -0.40082]],
  "orbital_gap_ev": 10.558,
  "homo_ev": -10.02,
  "smiles": "C=O.CO"
}

<3>
{
  "formula": "C2H6O2",
  "method": "wB97M-V/def2-TZVPD",
  "elements": ["C", "C", "O", "O", "H", "H", "H", "H", "H", "H"],
  "coordinates": [[0.68892, -0.82249, 0.02010], [-0.62619, -0.05621, 0.06287], [-0.77122, 0.71568, 1.20042], [-0.71130, 0.93877, -1.01150], [0.76634, -1.46019, 0.89777], [1.53266, -0.13077, 0.03352], [0.74206, -1.41995, -0.88695], [-1.50797, -0.69534, -0.04391], [-0.24138, 1.53288, 0.87903], [0.12810, 1.39761, -1.15135]],
  "orbital_gap_ev": 11.282,
  "homo_ev": -10.49,
  "smiles": "CC(O)O"
}

<4>
{
  "formula": "C2H6O2",
  "method": "wB97M-V/def2-TZVPD",
  "elements": ["C", "C", "H", "H", "H", "H", "O", "O", "H", "H"],
  "coordinates": [[2.74514, 0.17169, -0.30291], [1.54541, 0.48257, 0.27896], [3.73957, 0.56084, -0.01769], [2.76364, -0.57224, -1.21130], [1.57594, 1.16084, 1.10568], [0.61127, 0.06828, -0.12267], [-3.17984, 0.09363, 0.38053], [-3.57866, -1.03981, -0.39075], [-2.42411, 0.71883, 0.00356], [-3.79836, -1.64462, 0.27659]],
  "orbital_gap_ev": 10.863,
  "homo_ev": -10.14,
  "smiles": "C=C.OO"
}

Bottom line: <3>, by a margin of 19.1 kcal/mol.

<1>
{
  "formula": "C11H17NO3",
  "method": "wB97M-V/def2-TZVPD",
  "elements": ["C", "N", "C", "C", "C", "C", "C", "C", "C", "C", "C", "O", "O", "C", "O", "H", "H", "H", "H", "H", "H", "H", "H", "H", "H", "H", "H", "H", "H", "H", "H", "H"],
  "coordinates": [[2.08678, -2.07844, 0.92768], [2.46296, -1.18408, -0.22999], [2.73116, 0.23608, 0.26971], [1.78323, 1.28589, -0.47709], [0.44866, 1.62023, -0.11803], [-0.22776, 0.95939, 1.18596], [-1.77289, 0.57352, 1.00645], [-2.03909, -0.85251, 0.32555], [-3.58211, -0.81175, -0.20664], [-1.14035, -1.16079, -0.97331], [-0.21673, 2.62601, -1.19049], [-1.38368, 3.07461, -1.18810], [0.81251, 2.80874, -2.19624], [2.02851, 2.22373, -1.73891], [3.20113, 2.31160, -2.16431], [2.59488, -1.78638, 1.91074], [0.94630, -1.99756, 1.10814], [2.36469, -3.18008, 0.72009], [3.38048, -1.52609, -0.55877], [2.53193, 0.31468, 1.39908], [3.82076, 0.49184, 0.02287], [-0.14664, 1.74044, 2.03760], [0.33133, 0.02790, 1.55307], [-2.21876, 0.51522, 2.07580], [-2.32437, 1.44007, 0.49655], [-1.88501, -1.73791, 1.05305], [-3.87924, -1.80093, -0.72745], [-3.60374, 0.05026, -0.97840], [-4.28205, -0.53000, 0.64974], [-1.69926, -1.87315, -1.68159], [-0.11254, -1.60352, -0.73967], [-1.01104, -0.17704, -1.57310]],
  "orbital_gap_ev": 9.111,
  "homo_ev": -9.90,
  "smiles": "CNCC1=C(CCC(C)C)C(=O)OC1=O"
}

<2>
{
  "formula": "C11H17NO3",
  "method": "wB97M-V/def2-TZVPD",
  "elements": ["C", "C", "C", "C", "C", "C", "C", "N", "C", "C", "C", "O", "O", "C", "O", "H", "H", "H", "H", "H", "H", "H", "H", "H", "H", "H", "H", "H", "H", "H", "H", "H"],
  "coordinates": [[-0.49556, -0.33628, 3.18793], [-0.68320, -0.69661, 1.72456], [-0.20401, -2.12299, 1.50533], [0.06121, 0.37176, 0.89939], [-0.63025, 1.72976, 1.09588], [-0.83607, 2.37173, -0.27040], [-0.83011, 1.22847, -1.29161], [-0.07649, 0.10627, -0.60204], [1.22066, -0.45007, -1.32305], [1.91332, 0.22944, -2.41049], [1.67062, -0.37264, -3.68309], [2.14767, -0.32747, -4.79747], [0.58324, -1.28931, -3.46021], [0.44620, -1.49092, -2.14684], [-0.25740, -2.35516, -1.64176], [0.57430, -0.27168, 3.42471], [-0.96586, 0.61267, 3.45325], [-0.91968, -1.10971, 3.83162], [-1.75034, -0.60364, 1.43225], [0.87623, -2.21152, 1.69675], [-0.72026, -2.75067, 2.24435], [-0.42187, -2.51267, 0.50346], [1.13030, 0.41142, 1.17832], [-1.61735, 1.57030, 1.53559], [-0.08820, 2.38016, 1.79800], [-1.77394, 2.93243, -0.36169], [-0.04100, 3.10483, -0.45869], [-1.85988, 0.83813, -1.47062], [-0.37636, 1.52234, -2.23885], [-0.77668, -0.66694, -0.65209], [1.93044, -0.71653, -0.46954], [2.77031, 0.87512, -2.23295]],
  "orbital_gap_ev": 7.882,
  "homo_ev": -7.53,
  "smiles": "CC(C)[C@@H]1CCC[N@H+]1[C@@H]1C=C([O-])OC1=O"
}

Bottom line: <2>, by a margin of 42.5 kcal/mol.

<1>
{
  "formula": "C2H12O3S2",
  "method": "wB97M-V/def2-TZVPD",
  "elements": ["C", "S", "S", "C", "H", "H", "H", "H", "H", "H", "O", "H", "H", "O", "H", "H", "O", "H", "H"],
  "coordinates": [[1.71672, -0.03692, 0.11529], [1.37119, -1.72608, 0.55415], [-0.00411, -2.31693, -0.83353], [-1.05730, -3.31081, 0.27778], [1.61183, 0.06201, -0.96364], [1.02654, 0.71805, 0.50974], [2.69464, 0.22274, 0.51447], [-1.99638, -2.80918, 0.48099], [-1.04206, -4.34874, -0.03874], [-0.54226, -3.36363, 1.23668], [-0.12736, 3.08313, 2.91922], [-0.11629, 3.29463, 1.96658], [0.80776, 2.98675, 3.17896], [-0.64773, 2.43201, -0.53756], [-0.25930, 3.12848, -1.06473], [-0.97094, 1.88982, -1.26124], [-0.69132, 0.38809, -2.54823], [-1.55959, 0.01138, -2.44655], [-0.21404, -0.30482, -2.05963]],
  "orbital_gap_ev": 8.713,
  "homo_ev": -8.30,
  "smiles": "CSSC.O.O.O"
}

<2>
{
  "formula": "C2H12O3S2",
  "method": "wB97M-V/def2-TZVPD",
  "elements": ["C", "S", "S", "C", "H", "H", "H", "H", "H", "H", "O", "H", "H", "O", "H", "H", "O", "H", "H"],
  "coordinates": [[2.02363, -0.65587, -0.33492], [1.65887, -0.60355, 1.43997], [-0.45509, -0.74655, 1.50579], [-0.67492, -2.43805, 0.90719], [1.66663, -1.55131, -0.84004], [3.10438, -0.56134, -0.33633], [1.56108, 0.15566, -0.90045], [-1.73719, -2.59206, 0.73727], [-0.27667, -3.13671, 1.63548], [-0.15733, -2.55010, -0.03904], [-0.03955, 0.78634, -4.06515], [0.20946, 0.91041, -3.12807], [0.61181, 1.33245, -4.50950], [-2.57996, 1.49453, -1.62771], [-1.85175, 1.69615, -1.00540], [-2.16205, 1.06497, -2.36499], [-0.65336, 2.53286, 0.38280], [-0.86397, 1.82642, 1.01998], [-0.69305, 3.40759, 0.79004]],
  "orbital_gap_ev": 9.446,
  "homo_ev": -8.98,
  "smiles": "CSSC.O.O.O"
}

Bottom line: <2>, by a margin of 8.5 kcal/mol.

<1>
{
  "formula": "C5H6F2",
  "method": "wB97M-V/def2-TZVPD",
  "elements": ["F", "C", "F", "C", "C", "C", "C", "H", "H", "H", "H", "H", "H"],
  "coordinates": [[-1.00089, -0.52432, -1.12389], [-1.15552, 0.50219, -0.21450], [-2.36177, 1.05036, -0.12682], [-0.05124, 0.95947, 0.31473], [1.27792, 0.24416, 0.51282], [1.42772, -1.29515, 0.93400], [2.07158, -0.75578, -0.26929], [-0.39467, 1.58643, 1.28425], [1.96130, 0.81907, 1.22202], [0.49181, -1.72041, 0.78266], [1.83941, -1.63790, 1.92069], [3.22282, -0.70996, -0.36052], [1.72045, -1.00095, -1.25930]],
  "orbital_gap_ev": 10.095,
  "homo_ev": -9.13,
  "smiles": "FC(F)=CC1CC1"
}

<2>
{
  "formula": "C5H6F2",
  "method": "wB97M-V/def2-TZVPD",
  "elements": ["C", "C", "C", "C", "C", "F", "F", "H", "H", "H", "H", "H", "H"],
  "coordinates": [[-0.10747, 0.98610, -0.52707], [0.75243, 0.17301, 0.04272], [-1.54210, 0.54254, -0.28301], [-1.29869, -0.75883, 0.49593], [2.08529, -0.38914, 0.25798], [-2.24696, 1.46704, 0.43253], [-1.66782, -1.88393, -0.27777], [0.22762, 1.88751, -1.12109], [-2.00272, 0.24591, -1.17436], [-1.71569, -0.67249, 1.55012], [2.86157, 0.31070, 0.10370], [2.39314, -1.06644, -0.67502], [2.26142, -0.84197, 1.17535]],
  "orbital_gap_ev": [8.862, 8.829],
  "homo_ev": [-8.44, -8.41]
}

Bottom line: <1>, by a margin of 43.4 kcal/mol.

<1>
{
  "formula": "C5H6F2",
  "method": "wB97M-V/def2-TZVPD",
  "elements": ["C", "C", "C", "C", "C", "F", "F", "H", "H", "H", "H", "H", "H"],
  "coordinates": [[1.42757, -0.04945, 0.45073], [0.69615, -1.23009, 0.96440], [-1.18686, 0.71818, -0.01184], [-0.99371, 0.38346, -1.44164], [-0.03805, 0.05887, 0.82519], [-1.15692, 2.12024, 0.17648], [0.03867, 0.85280, -2.16502], [2.00487, 0.45814, 1.13218], [1.68737, 0.20040, -0.68416], [0.46442, -1.96212, 0.31447], [0.71982, -1.51723, 2.00440], [-2.05959, 0.28571, 0.29341], [-1.60374, -0.31891, -1.85860]],
  "orbital_gap_ev": [8.590, 8.676],
  "homo_ev": [-8.59, -8.65]
}

<2>
{
  "formula": "C5H6F2",
  "method": "wB97M-V/def2-TZVPD",
  "elements": ["C", "C", "C", "C", "F", "C", "F", "H", "H", "H", "H", "H", "H"],
  "coordinates": [[-1.03637, -1.27323, 0.10076], [-0.45588, 0.06942, -0.15137], [0.96270, -0.08939, -0.43364], [1.88826, 0.64834, 0.17110], [3.20186, 0.26354, 0.06566], [-1.02521, 1.24695, -0.03153], [-2.32642, 1.46000, 0.27392], [-0.27139, -2.05089, -0.07909], [-1.90929, -1.65345, -0.48578], [-1.31141, -1.44025, 1.14818], [1.11490, -0.83858, -1.23964], [1.62234, 1.42542, 0.85650], [-0.45409, 2.23213, -0.19508]],
  "orbital_gap_ev": 10.065,
  "homo_ev": -9.09,
  "smiles": "CC(/C=C/F)=C\\F"
}

Bottom line: <2>, by a margin of 86.6 kcal/mol.

<1>
{
  "formula": "C4H8N2",
  "method": "wB97M-V/def2-TZVPD",
  "elements": ["C", "N", "C", "C", "C", "N", "H", "H", "H", "H", "H", "H", "H", "H"],
  "coordinates": [[1.36095, -0.34569, 0.36038], [-0.15200, -0.27135, 0.36610], [-0.58682, 0.70674, -0.65524], [-1.29226, -1.40204, 0.24408], [-0.18376, 2.08270, -0.36769], [0.09042, 3.17687, -0.11368], [1.72962, -0.71204, -0.60031], [1.71444, -0.99663, 1.16104], [1.76915, 0.66265, 0.52912], [-0.38820, 0.11531, 1.27666], [-0.19127, 0.37856, -1.62049], [-1.67509, 0.60385, -0.65858], [-1.22089, -1.75711, -0.79961], [-0.97430, -2.24182, 0.87825]],
  "orbital_gap_ev": 7.874,
  "homo_ev": -7.29
}

<2>
{
  "formula": "C4H8N2",
  "method": "wB97M-V/def2-TZVPD",
  "elements": ["C", "C", "N", "C", "C", "N", "H", "H", "H", "H", "H", "H", "H", "H"],
  "coordinates": [[2.05702, 0.10814, 0.17247], [0.67966, 0.75523, 0.22607], [-0.32046, -0.10771, -0.37649], [-1.16241, 0.37220, -1.18891], [-3.17378, -1.58933, 1.32116], [-2.07244, -1.69538, 0.92158], [2.40857, 0.00916, -0.85887], [2.02857, -0.88984, 0.62104], [2.78047, 0.71339, 0.72671], [0.37983, 0.88538, 1.27346], [0.68629, 1.75100, -0.24323], [-1.17367, -1.45663, 0.48037], [-1.95081, -0.27890, -1.57227], [-1.16686, 1.42329, -1.50310]],
  "orbital_gap_ev": 11.371,
  "homo_ev": -10.58
}

Bottom line: <2>, by a margin of 44.0 kcal/mol.